Entry 1:
24
Properties=species:S:1:pos:R:3:lowdin_charge:R:1 method="wB97M-V/def2-TZVPD" total_energy_ev=-9454.9737 de_lowest_kj_mol=685.11
C 0.037 1.249 1.611 -0.25
N -0.535 1.634 0.365 0.06
C 0.337 1.547 -0.666 -0.28
C -0.266 0.545 -1.731 -0.30
N 0.664 -0.447 -2.180 0.04
C 0.436 -0.250 1.763 -0.18
C -0.142 -2.453 0.619 -0.11
C -0.686 -1.219 1.328 -0.26
H 0.934 1.823 1.881 0.12
H -0.678 1.466 2.405 0.11
H 0.022 -0.161 -5.197 0.01
H 1.331 1.178 -0.375 0.11
H 0.474 2.523 -1.135 0.14
H -0.771 -0.286 -1.207 0.08
H -0.950 0.962 -2.470 0.12
H 0.005 -0.895 -5.056 0.01
H 1.467 0.038 -2.612 0.02
H 1.303 -0.441 1.120 0.10
H 0.699 -0.424 2.803 0.11
H -0.931 -3.149 0.339 0.07
H 0.315 -2.144 -0.324 0.04
H 0.602 -2.979 1.219 0.07
H -1.324 -1.478 2.174 0.10
H -1.319 -0.663 0.635 0.08

Entry 2:
14
Properties=species:S:1:pos:R:3:lowdin_charge:R:1 method="wB97M-V/def2-TZVPD" total_energy_ev=-16064.7815 de_lowest_kj_mol=219.26
N 2.520 0.399 0.076 -0.27
P 1.101 -0.510 -0.393 0.81
C -0.227 0.772 -0.384 -0.36
C -1.442 -0.043 -0.775 -0.45
C -2.093 -0.706 0.355 -0.09
O -2.622 0.429 -0.291 -0.02
H 3.325 -0.132 0.226 -0.01
H 2.653 1.242 -0.443 0.01
H 1.043 -0.873 0.895 -0.09
H -0.284 1.196 0.602 0.08
H 0.024 1.611 -1.090 0.10
H -1.495 -0.456 -1.719 0.11
H -2.553 -1.592 0.164 0.09
H -1.667 -0.419 1.255 0.09

Entry 3:
10
Properties=species:S:1:pos:R:3:lowdin_charge:R:1 method="wB97M-V/def2-TZVPD" total_energy_ev=-17532.8523 de_lowest_kj_mol=606.21 charge=+1
C 1.971 -1.513 -0.263 0.14
C -1.135 -0.210 0.028 -0.24
C -0.073 0.853 -0.209 -0.16
N -0.836 -1.402 0.233 0.15
O 2.563 1.147 0.213 -0.32
S 1.611 0.077 0.080 0.89
H -2.162 0.223 0.367 0.18
H -1.655 -2.015 0.159 0.12
H -0.112 1.190 -1.186 0.09
H -0.172 1.650 0.577 0.14

Entry 4:
67
Properties=species:S:1:pos:R:3:lowdin_spin:R:1 method="wB97M-V/def2-TZVPD" total_energy_ev=-132345.1839 multiplicity=4 de_lowest_kj_mol=0.00
Co -0.737 -0.415 -0.648 2.77
N -2.076 -1.431 0.305 0.02
S -2.912 -2.755 0.309 0.01
O -4.043 -2.809 -0.598 0.00
O -2.945 -3.593 1.525 0.01
F -1.724 -3.446 -0.516 0.00
S -3.176 -0.913 1.593 0.00
O -2.650 -1.169 2.955 0.00
O -4.623 -1.022 1.399 0.01
F -2.889 0.643 1.352 0.00
N 0.676 -0.527 -1.939 0.03
S 0.735 -1.806 -3.128 0.00
O 1.376 -3.087 -2.841 0.01
O 0.472 -1.482 -4.504 0.01
F -0.734 -2.310 -2.673 0.01
S 1.931 0.088 -2.667 0.01
O 1.721 0.975 -3.842 0.01
O 3.158 -0.613 -2.601 0.01
F 2.093 1.268 -1.626 0.00
C -0.624 3.254 1.650 0.00
C -0.818 2.835 0.155 0.00
C -0.096 3.690 -0.809 0.00
O -0.216 1.550 0.086 0.03
H -1.019 2.472 2.299 0.00
H -1.293 4.103 1.792 0.00
H 0.408 3.555 1.829 0.00
H -1.888 2.708 -0.012 0.00
H -0.330 4.753 -0.754 0.00
H -0.431 3.320 -1.778 0.00
H 0.984 3.565 -0.725 0.00
H 0.721 1.729 0.193 0.00
C 2.721 -2.585 0.830 0.00
C 1.207 -2.503 1.122 0.00
C 0.800 -2.807 2.590 0.00
O 0.892 -1.132 0.960 0.02
H 3.228 -2.000 1.597 0.00
H 3.050 -2.337 -0.180 0.00
H 2.857 -3.648 1.030 0.00
H 0.596 -3.101 0.446 0.00
H 1.073 -3.808 2.924 0.00
H -0.278 -2.683 2.697 0.00
H 1.273 -2.104 3.276 0.00
H 1.583 -0.697 1.465 0.00
C -4.365 1.613 -2.507 0.00
C -3.555 0.325 -2.301 0.00
C -3.609 -0.681 -3.427 0.00
O -2.177 0.627 -2.040 0.03
H -4.294 1.952 -3.541 0.00
H -4.059 2.350 -1.766 0.00
H -5.409 1.334 -2.369 0.00
H -3.900 -0.166 -1.391 0.00
H -4.242 -1.518 -3.131 0.00
H -2.665 -1.082 -3.795 0.00
H -4.140 -0.206 -4.253 0.00
H -1.857 0.950 -2.886 0.00
C 4.525 0.272 3.241 0.00
C 3.535 1.215 2.629 0.00
C 3.854 1.237 1.053 0.00
O 2.283 0.763 2.835 0.00
H 5.470 0.231 2.700 0.00
H 4.066 -0.700 3.418 0.00
H 4.739 0.613 4.254 0.00
H 3.800 2.201 3.010 0.00
H 3.328 2.094 0.633 0.00
H 3.805 0.247 0.601 0.00
H 4.853 1.589 0.792 0.00
H 1.965 1.016 3.704 0.00

Entry 5:
13
Properties=species:S:1:pos:R:3:lowdin_charge:R:1 method="wB97M-V/def2-TZVPD" total_energy_ev=-27706.6583 de_lowest_kj_mol=111.97
H -0.170 0.565 -1.397 0.11
H 0.344 1.904 -0.318 0.10
C -0.514 1.206 -0.460 -0.49
C -0.572 0.267 0.743 -0.15
O 0.739 -0.223 1.089 0.03
C 1.113 -1.399 0.629 -0.65
O 0.397 -2.349 0.404 0.10
O 2.432 -1.394 0.448 0.14
O -1.701 1.808 -0.701 -0.49
H -1.241 -0.580 0.546 0.12
H -0.921 0.810 1.630 0.13
H 2.737 -2.307 0.365 0.13
K -2.641 1.691 -2.979 0.93

Entry 6:
17
Properties=species:S:1:pos:R:3:lowdin_charge:R:1 method="wB97M-V/def2-TZVPD" total_energy_ev=-9337.8405 de_lowest_kj_mol=110.66
C -0.672 -1.418 0.799 -0.04
N -0.740 -0.257 -0.073 -0.15
C -1.101 0.941 0.471 -0.35
O -1.663 1.076 1.534 0.02
C 0.078 -0.271 -1.275 -0.19
C 1.565 -0.447 -1.026 -0.29
N 2.097 0.616 -0.201 0.01
H 0.261 -1.405 1.360 0.09
H -1.499 -1.368 1.501 0.09
H -0.789 -2.333 0.218 0.09
H -0.828 1.793 -0.175 0.13
H -0.145 0.616 -1.868 0.12
H -0.255 -1.109 -1.896 0.12
H 2.050 -0.547 -2.013 0.11
H 1.737 -1.426 -0.573 0.10
H 3.103 0.588 -0.110 0.07
H 1.825 1.520 -0.566 0.07